# 1
Here is C33H48B2CoN16O as an isolated structure at a distorted geometry from the OMol25 dataset. Energies are from the ωB97M-V functional and the def2-TZVPD basis.

Values from the calculation:
Spin multiplicity: 1
Net charge: +1
Relative energy (zero: lowest compared OMol25 entry of this formula, charge and spin), eV: 1.9040
E_HOMO (spin up / spin down), eV: -10.80 / -10.80

Positions of all 101 atoms, in Å:
1 Co 0.23925 -0.16487 -0.05515
2 C -0.69123 4.83306 0.21611
3 C 0.29904 4.15186 1.09247
4 C 1.06854 4.77036 2.08757
5 C 1.85523 3.77031 2.61696
6 C 2.84999 3.87778 3.71058
7 N 1.55844 2.62828 1.94927
8 N 0.61627 2.86186 1.02519
9 B 2.32266 1.31581 2.00391
10 N 1.47504 0.15182 2.54671
11 N 0.71048 -0.65100 1.77497
12 C 0.34832 -1.70868 2.52327
13 C -0.44670 -2.90060 2.11709
14 C 0.86192 -1.54503 3.80680
15 C 1.57049 -0.35764 3.78785
16 C 2.31212 0.25972 4.91451
17 N 2.79382 0.96373 0.57658
18 N 2.02136 0.40726 -0.38145
19 C 2.78516 0.25689 -1.48273
20 C 2.38859 -0.34292 -2.78694
21 C 4.05316 0.75888 -1.21947
22 C 4.02608 1.19320 0.09614
23 C 5.15040 1.78991 0.85631
24 H -0.18655 5.58310 -0.39362
25 H -1.18679 4.11905 -0.43054
26 H -1.43404 5.35568 0.82118
27 H 1.06451 5.80759 2.35178
28 H 2.86198 4.89505 4.08870
29 H 2.60771 3.20332 4.52762
30 H 3.84843 3.63090 3.35953
31 H 3.27265 1.43378 2.69099
32 H -0.45450 -3.04975 1.04482
33 H -0.01985 -3.78557 2.58759
34 H -1.47627 -2.81255 2.46510
35 H 0.75378 -2.21811 4.63271
36 H 2.14996 -0.31868 5.82069
37 H 3.37945 0.29532 4.70068
38 H 1.97297 1.27711 5.09363
39 H 1.71802 -1.18504 -2.66421
40 H 1.90037 0.39774 -3.41899
41 H 3.28219 -0.68876 -3.30225
42 H 4.88409 0.80157 -1.89435
43 H 6.03904 1.80910 0.23169
44 H 4.91246 2.80793 1.15627
45 H 5.36776 1.21258 1.75229
46 C 2.99073 -2.71061 0.56030
47 C 1.93852 -2.95148 -0.45831
48 C 1.83215 -4.03621 -1.33656
49 C 0.65397 -3.83552 -2.01724
50 N 0.09791 -2.69556 -1.57438
51 N 0.88196 -2.16152 -0.62730
52 B -1.26938 -2.06917 -1.93917
53 N -1.05624 -0.67949 -2.54915
54 C -1.60536 -0.10399 -3.62830
55 C -1.15703 1.19682 -3.69746
56 C -0.33885 1.36170 -2.57405
57 C 0.39406 2.58813 -2.19260
58 N -0.30721 0.22170 -1.88568
59 N -2.01939 -1.75853 -0.63776
60 C -3.24123 -2.12153 -0.23641
61 C -3.52670 -1.44239 0.93000
62 C -2.40322 -0.65310 1.18536
63 C -2.17497 0.27159 2.32283
64 N -1.50347 -0.86151 0.22256
65 N -1.95789 -3.05238 -2.84061
66 C -1.76096 -3.25897 -4.16997
67 C -2.18270 -4.52547 -4.47442
68 C -2.61488 -5.06537 -3.24400
69 C -3.09815 -6.44602 -2.99081
70 N -2.47105 -4.17008 -2.28814
71 H 3.95751 -3.03125 0.17983
72 H 2.76793 -3.28297 1.46235
73 H 3.03579 -1.66039 0.83005
74 H 2.52339 -4.84236 -1.46188
75 H 0.20294 -4.44143 -2.77222
76 H -2.28209 -0.63124 -4.27099
77 H -1.38141 1.93529 -4.44250
78 H -0.23958 3.45333 -2.37074
79 H 1.29017 2.70399 -2.80303
80 H 0.66103 2.55127 -1.13898
81 H -3.81412 -2.83848 -0.79066
82 H -4.41719 -1.51000 1.51908
83 H -1.75585 -0.26631 3.17328
84 H -3.11902 0.71787 2.62478
85 H -1.47907 1.05289 2.02228
86 H -1.31454 -2.51908 -4.80104
87 H -2.19629 -5.00159 -5.43339
88 H -3.69016 -6.79806 -3.83252
89 H -3.68616 -6.48430 -2.07897
90 H -2.24678 -7.11853 -2.87383
91 C -4.61029 3.74534 0.87812
92 N -3.41274 2.94701 0.78942
93 C -2.97083 2.25649 -0.29088
94 N -3.78118 2.21454 -1.38003
95 O -1.88831 1.68979 -0.28237
96 H -4.73226 4.08005 1.90390
97 H -5.49014 3.15567 0.61956
98 H -4.57089 4.62775 0.23407
99 H -2.70368 3.09386 1.48946
100 H -4.69350 2.62705 -1.40747
101 H -3.48913 1.64143 -2.15125


# 2
Here is C33H48IrP2 as an isolated structure at a distorted geometry from the OMol25 dataset. Energies are from the ωB97M-V functional and the def2-TZVPD basis.

Values from the calculation:
Spin multiplicity: 5
Net charge: +1
⟨S²⟩: 6.072
Relative energy (zero: lowest compared OMol25 entry of this formula, charge and spin), eV: 1.5178
E_HOMO (spin up / spin down), eV: -8.98 / -10.14

Positions of all 84 atoms, in Å:
1 Ir -0.55586 -0.46094 -1.04374
2 C 1.77698 1.08310 0.26664
3 C 2.10279 0.77054 -1.05611
4 C -0.12531 1.51150 -1.01567
5 C 0.43786 1.50291 0.35330
6 C 0.89198 0.77838 -1.86518
7 C 2.70986 1.03145 1.42694
8 H 3.52983 0.33031 1.22548
9 H 2.17780 0.69194 2.33057
10 H 3.16746 2.00928 1.64683
11 C -0.18288 2.15172 1.53678
12 H -0.07601 1.50542 2.42269
13 H -1.25605 2.33926 1.39050
14 H 0.32438 3.10360 1.77596
15 C -0.98572 2.64686 -1.48431
16 H -0.40121 3.31525 -2.13046
17 H -1.32328 3.21687 -0.61212
18 H -1.86876 2.30099 -2.02108
19 C 0.85935 0.71181 -3.35268
20 H 1.06784 1.69836 -3.79892
21 H -0.12072 0.32904 -3.67798
22 H 1.61503 -0.02183 -3.67984
23 C 3.48190 0.67410 -1.58420
24 H 3.92137 1.65972 -1.83749
25 H 3.50689 0.05430 -2.48965
26 H 4.13637 0.23154 -0.81911
27 C -0.03129 -3.66590 2.77964
28 C 1.12673 -3.02457 2.59151
29 C 1.62228 -2.50419 1.27045
30 C 1.00910 -3.01292 -0.06715
31 C -0.36099 -2.51145 -0.50765
32 C -1.56246 -3.30282 -0.29052
33 C -1.93789 -3.69339 1.06469
34 C -0.82575 -4.45912 1.76892
35 H 2.68604 -2.79137 1.22952
36 H 1.03942 -4.12959 -0.13079
37 H 1.55414 -1.40510 1.24932
38 H -0.14258 -4.91742 1.03825
39 H -0.21902 -4.00796 3.82516
40 H 1.81892 -2.84060 3.43654
41 H -1.28787 -5.29378 2.30774
42 H -2.16101 -2.73957 1.60818
43 H -2.40713 -2.98873 -0.95235
44 H -2.90033 -4.25929 1.09150
45 H 1.73723 -2.70780 -0.84479
46 H -0.26423 -2.18052 -1.66013
47 P 0.12455 -5.62682 -1.21643
48 C -0.56989 -7.07540 -0.28209
49 C 1.64407 -6.45142 -1.85521
50 P -0.94335 -3.64388 -3.26026
51 C -0.96172 -5.43123 -2.65798
52 C 0.50880 -3.78926 -4.37917
53 C -2.30533 -3.93065 -4.48829
54 H -1.63373 -6.93023 -0.08235
55 H -0.04795 -7.17082 0.67850
56 H -0.40382 -7.98343 -0.87296
57 H 1.39277 -7.50216 -2.05581
58 H 2.41797 -6.39951 -1.07188
59 H 2.02295 -5.94492 -2.75127
60 H -2.40127 -5.00455 -4.67500
61 H -2.10886 -3.40760 -5.43062
62 H -3.23077 -3.55574 -4.05187
63 H -1.98536 -5.65450 -2.29638
64 H -0.65582 -6.14709 -3.43869
65 H 0.40826 -3.06790 -5.19245
66 H 0.57474 -4.80106 -4.77349
67 H 1.43122 -3.54610 -3.84736
68 C -6.09419 0.63412 -1.67297
69 C -4.99622 0.30671 -2.49122
70 C -3.73188 0.12396 -1.93244
71 C -3.55947 0.15983 -0.53958
72 C -2.31026 -0.19499 0.05697
73 C -2.19196 -0.28606 1.43998
74 C -3.29246 0.06228 2.25367
75 C -4.51214 0.45324 1.72395
76 C -4.68403 0.47429 0.32248
77 C -5.93923 0.73867 -0.29293
78 H -7.07071 0.81440 -2.13781
79 H -5.14240 0.20499 -3.56672
80 H -2.86920 -0.12127 -2.55295
81 H -1.25613 -0.61024 1.90705
82 H -3.14301 0.02167 3.33563
83 H -5.33790 0.69314 2.39495
84 H -6.82255 0.96707 0.32370